--- w ---
This record from the OMol25 dataset describes a structure of composition C26H21N4O5STi. The level of theory is ωB97M-V/def2-TZVPD.

Each line ends with the Mulliken spin population.
Cartesian coordinates (Å):
Ti (1.6242, 0.3557, -0.3350)  1.11
O (-3.3447, -0.6434, -2.2023)  0.00
C (-3.4988, 0.5580, -1.6179)  0.01
C (-4.7842, 1.0914, -1.5458)  0.00
C (-5.0028, 2.3183, -0.9408)  0.01
C (-3.9438, 3.0321, -0.3922)  -0.01
C (-2.6644, 2.5035, -0.4626)  0.01
C (-2.4191, 1.2776, -1.0722)  -0.01
C (-1.0322, 0.7682, -1.1217)  0.05
O (-0.0753, 1.4501, -0.5649)  -0.02
N (-0.8111, -0.3853, -1.6878)  0.03
N (0.5400, -0.7117, -1.5740)  0.07
C (1.0114, -1.5794, -2.4908)  0.44
C (2.3932, -1.6233, -2.8461)  -0.10
C (2.8726, -2.6733, -3.6540)  0.15
C (4.1864, -2.7436, -4.0776)  -0.10
C (5.0771, -1.7399, -3.7052)  0.17
C (4.6328, -0.6825, -2.9200)  -0.08
C (3.3140, -0.5893, -2.4760)  0.14
O (2.9600, 0.4553, -1.7262)  0.04
H (-2.3676, -0.8510, -2.1775)  0.00
H (-5.5984, 0.5209, -1.9750)  0.00
H (-6.0091, 2.7196, -0.9001)  0.00
H (-4.1147, 3.9864, 0.0892)  0.00
H (-1.8173, 3.0278, -0.0388)  0.00
H (0.3056, -2.2253, -3.0051)  0.03
H (2.1689, -3.4473, -3.9420)  0.00
H (4.5164, -3.5717, -4.6926)  0.00
H (6.1114, -1.7767, -4.0254)  0.02
H (5.3063, 0.1192, -2.6381)  0.00
C (-5.2232, -0.6025, 1.5850)  0.00
C (-3.7979, -0.2179, 1.8741)  0.00
C (-2.7372, -0.9851, 1.4142)  0.00
C (-1.4212, -0.6321, 1.6831)  0.04
C (-1.1641, 0.5257, 2.3945)  0.00
C (-2.2122, 1.3234, 2.8467)  0.00
C (-3.5156, 0.9414, 2.5952)  0.00
S (0.4537, 1.0355, 2.8859)  0.01
O (0.5513, 2.4626, 2.7034)  0.00
O (0.6838, 0.5482, 4.2292)  0.00
N (1.3643, 0.2230, 1.8401)  0.00
C (2.6993, 0.0035, 2.0425)  0.02
C (3.5006, 0.3555, 3.1434)  0.00
C (4.8460, 0.0821, 3.0703)  0.01
C (5.3966, -0.5021, 1.9274)  0.00
C (4.5479, -0.7949, 0.8836)  0.00
N (3.2321, -0.5791, 0.9494)  -0.02
H (-5.2694, -1.4880, 0.9515)  0.00
H (-5.7355, 0.2083, 1.0660)  0.00
H (-5.7639, -0.8113, 2.5105)  0.00
H (-2.9356, -1.8602, 0.8061)  0.00
H (-0.6021, -1.2277, 1.3025)  -0.01
H (-1.9949, 2.2459, 3.3690)  0.00
H (-4.3318, 1.5728, 2.9280)  0.00
H (3.0483, 0.8188, 4.0066)  0.00
H (5.4848, 0.3397, 3.9068)  0.00
H (6.4547, -0.7062, 1.8513)  0.00
H (4.9048, -1.2195, -0.0480)  0.00

## Properties
Expectation value of S² ... 2.035
E_HOMO (alpha / beta) ... -2.483 / -4.994 eV
E_LUMO (alpha / beta) ... 2.7 / 2.7 eV
Kohn-Sham gap (alpha / beta) ... 5.23 / 7.72 eV
Molecular weight ... 549.41 g mol⁻¹
Total charge ... -1
Spin multiplicity ... 3

--- x ---
This record from the OMol25 dataset describes a structure of composition C26H21N4O5STi. The level of theory is ωB97M-V/def2-TZVPD.

Each line ends with the Mulliken spin population.
Cartesian coordinates (Å):
Ti (1.4112, 0.8963, 0.3527)  1.18
O (-1.7028, -1.2801, -3.5117)  0.00
C (-2.4757, -0.2902, -3.0241)  0.00
C (-3.7993, -0.2240, -3.4542)  0.00
C (-4.6552, 0.7365, -2.9437)  0.01
C (-4.2047, 1.6477, -1.9954)  0.00
C (-2.8863, 1.5962, -1.5775)  0.01
C (-2.0028, 0.6457, -2.0857)  -0.01
C (-0.6185, 0.6115, -1.5685)  0.04
O (-0.2446, 1.5013, -0.7020)  -0.01
N (0.1640, -0.3694, -1.9421)  0.03
N (1.3523, -0.2869, -1.2303)  0.04
C (2.4286, -0.8656, -1.7809)  0.39
C (3.7567, -0.4418, -1.4810)  -0.08
C (4.8439, -1.2124, -1.9436)  0.15
C (6.1582, -0.8326, -1.7550)  -0.09
C (6.4384, 0.3574, -1.0910)  0.16
C (5.3929, 1.1490, -0.6319)  -0.08
C (4.0563, 0.7849, -0.8030)  0.13
O (3.1035, 1.5955, -0.3415)  0.04
H (-0.8358, -1.2328, -3.0271)  0.00
H (-4.1373, -0.9533, -4.1797)  0.00
H (-5.6846, 0.7671, -3.2818)  0.00
H (-4.8773, 2.3888, -1.5834)  0.00
H (-2.5070, 2.2794, -0.8285)  0.00
H (2.2793, -1.6389, -2.5303)  0.03
H (4.6236, -2.1357, -2.4688)  0.00
H (6.9606, -1.4599, -2.1238)  0.00
H (7.4632, 0.6716, -0.9346)  0.02
H (5.5831, 2.0897, -0.1283)  0.00
C (-4.7905, -2.5886, -0.8048)  0.00
C (-3.8749, -1.8092, 0.0978)  0.00
C (-2.4983, -1.9640, 0.0284)  0.00
C (-1.6487, -1.2112, 0.8299)  0.02
C (-2.1845, -0.2953, 1.7165)  0.01
C (-3.5627, -0.1456, 1.8228)  0.00
C (-4.3954, -0.8981, 1.0183)  0.00
S (-1.2054, 0.8011, 2.7097)  0.01
O (-1.5702, 2.1479, 2.3446)  0.00
O (-1.3951, 0.4429, 4.0988)  0.00
N (0.2847, 0.4434, 2.2105)  0.02
C (1.3944, 0.6985, 2.9662)  0.02
C (1.4911, 1.3336, 4.2190)  0.00
C (2.7488, 1.5470, 4.7334)  0.01
C (3.8924, 1.1875, 4.0141)  0.00
C (3.7174, 0.6225, 2.7712)  0.01
N (2.5038, 0.3560, 2.2788)  -0.01
H (-4.2209, -3.2165, -1.4888)  0.00
H (-5.4042, -1.9139, -1.4039)  0.00
H (-5.4626, -3.2279, -0.2275)  0.00
H (-2.0682, -2.6554, -0.6861)  0.00
H (-0.5778, -1.3466, 0.7534)  -0.01
H (-3.9710, 0.5698, 2.5251)  0.00
H (-5.4694, -0.7686, 1.0918)  0.00
H (0.5995, 1.6285, 4.7511)  0.00
H (2.8493, 2.0224, 5.7017)  0.00
H (4.8844, 1.3715, 4.4007)  0.00
H (4.5501, 0.3733, 2.1237)  0.00

## Properties
Expectation value of S² ... 2.040
E_HOMO (alpha / beta) ... -2.500 / -4.984 eV
E_LUMO (alpha / beta) ... 2.7 / 2.7 eV
Kohn-Sham gap (alpha / beta) ... 5.25 / 7.72 eV
Molecular weight ... 549.41 g mol⁻¹
Total charge ... -1
Spin multiplicity ... 3

Least stable of them? x.

--- w ---
This record from the OMol25 dataset describes an isolated molecule of CH3F2N2P. The level of theory is ωB97M-V/def2-TZVPD.

Each line ends with the Löwdin charge.
Cartesian coordinates (Å):
C (-0.0889, 0.7314, -0.9612)  -0.29
N (0.1740, -0.3158, -0.1286)  -0.25
N (-0.7648, 1.8160, -0.4403)  0.04
F (1.9585, -1.8058, 0.9971)  -0.34
F (-0.1369, -2.6956, 0.4349)  -0.25
P (0.9174, -1.9055, -0.3393)  0.85
H (-0.9523, 2.5713, -0.9840)  0.03
H (-0.0485, -0.0264, 0.8756)  0.10
H (-1.0584, 1.6305, 0.5458)  0.10

## Properties
E_HOMO ... -8.509 eV
E_LUMO ... 1.0 eV
Kohn-Sham gap ... 9.55 eV
Molecular weight ... 112.02 g mol⁻¹
Total charge ... 0

--- x ---
This record from the OMol25 dataset describes a cluster of 3 separate species, CH3F2N2P in total. The level of theory is ωB97M-V/def2-TZVPD.

Each line ends with the Löwdin charge.
Cartesian coordinates (Å):
C (-0.3957, 0.4143, 2.4629)  0.04
N (-0.6955, 0.6079, 1.3839)  0.12
N (1.1284, -0.6996, -2.2004)  -0.30
F (-1.4419, -0.2469, -0.8794)  -0.21
F (0.6786, -2.2390, -0.3865)  -0.41
P (0.2567, -1.9404, -1.9537)  0.77
H (-0.1098, 0.1393, 3.4432)  0.07
H (-1.1321, 0.1665, -0.0630)  -0.04
H (1.0947, -0.2287, -3.0880)  -0.04

## Properties
E_HOMO ... -9.820 eV
E_LUMO ... 0.6 eV
SMILES string ... [H]/N=P/F.C#N.F
Kohn-Sham gap ... 10.47 eV
Molecular weight ... 112.02 g mol⁻¹
Total charge ... 0

Least stable of them? x.

--- w ---
This record from the OMol25 dataset describes a structure of composition CF2O3S. The level of theory is ωB97M-V/def2-TZVPD.

Each line ends with the Löwdin charge.
Cartesian coordinates (Å):
C (-0.8149, -0.6435, 1.3520)  -0.01
O (-0.1438, -0.7677, 2.2722)  0.10
O (1.4282, -0.5097, -0.4644)  -0.16
O (-0.1283, 1.2733, 0.3996)  -0.25
F (-0.9560, -0.6554, -1.0943)  -0.19
F (0.3168, 1.0273, -1.9071)  -0.10
S (0.2981, 0.2758, -0.5579)  0.61

## Properties
E_HOMO ... -12.294 eV
E_LUMO ... -0.1 eV
Kohn-Sham gap ... 12.17 eV
Molecular weight ... 130.07 g mol⁻¹
Total charge ... 0

--- x ---
This record from the OMol25 dataset describes a cluster of 2 separate species, CF2O3S in total. The level of theory is ωB97M-V/def2-TZVPD.

Each line ends with the Löwdin charge.
Cartesian coordinates (Å):
C (-0.9716, -1.0451, 0.6082)  -0.40
O (-1.5378, -1.5520, 1.4671)  0.23
O (0.2260, 1.7341, 0.2251)  -0.37
O (-0.5064, -0.3979, -0.2254)  0.12
F (0.9099, 1.0296, -2.0710)  -0.29
F (1.8607, -0.0534, -0.3293)  -0.32
S (1.3549, 1.5203, -0.5922)  1.02

## Properties
E_HOMO ... -11.875 eV
E_LUMO ... 0.2 eV
Kohn-Sham gap ... 12.07 eV
Molecular weight ... 130.07 g mol⁻¹
Total charge ... 0

Least stable of them? w.

--- w ---
This record from the OMol25 dataset describes a cluster of 2 separate species, C4H4 in total. The level of theory is ωB97M-V/def2-TZVPD.

Each line ends with the Löwdin charge.
Cartesian coordinates (Å):
C (-0.8324, 0.6296, 0.1857)  -0.01
C (2.5114, -0.1306, -0.0005)  -0.05
C (1.2817, 0.0761, 0.1437)  -0.05
C (-1.6710, -0.3740, -0.0751)  -0.09
H (-0.7119, 1.7384, 0.3938)  0.08
H (3.5162, -0.1796, -0.0733)  -0.05
H (-2.8002, -0.3451, -0.1984)  0.08
H (-1.2936, -1.4148, -0.3759)  0.09

## Properties
E_HOMO ... -9.600 eV
E_LUMO ... 0.1 eV
Kohn-Sham gap ... 9.71 eV
Molecular weight ... 52.08 g mol⁻¹
Total charge ... 0

--- x ---
This record from the OMol25 dataset describes a structure of composition C4H4. The level of theory is ωB97M-V/def2-TZVPD.

Each line ends with the Löwdin charge.
Cartesian coordinates (Å):
C (0.6086, 0.0143, 0.6829)  -0.24
C (0.2362, 0.8386, -0.5299)  0.01
C (-0.7543, -0.5395, 0.4749)  0.01
C (0.2975, -0.6337, -0.6515)  -0.20
H (1.4341, 0.2296, 1.3234)  0.11
H (-0.6426, 1.4252, -0.7482)  0.07
H (-1.6558, 0.2123, 0.6272)  0.12
H (0.4763, -1.5467, -1.1789)  0.11

## Properties
E_HOMO ... -8.791 eV
E_LUMO ... 0.4 eV
Kohn-Sham gap ... 9.18 eV
Molecular weight ... 52.08 g mol⁻¹
Total charge ... 0

--- y ---
This record from the OMol25 dataset describes a cluster of 2 separate species, C4H4 in total. The level of theory is ωB97M-V/def2-TZVPD.

Each line ends with the Löwdin charge.
Cartesian coordinates (Å):
C (2.0583, 0.0401, -0.2213)  0.16
C (1.3266, 1.0453, -0.1700)  -0.33
C (-1.5299, -0.6226, 0.2876)  0.10
C (0.6525, 2.0667, 0.2641)  0.14
H (2.0238, -0.9710, -0.5572)  0.04
H (-2.5463, -0.5957, 0.2355)  -0.06
H (-1.0848, 0.2498, 0.6404)  -0.09
H (-0.9002, -1.2126, -0.4791)  0.03

## Properties
E_HOMO (alpha / beta) ... -9.159 / -9.221 eV
E_LUMO (alpha / beta) ... -1.5 / -2.0 eV
Kohn-Sham gap (alpha / beta) ... 7.63 / 7.25 eV
Molecular weight ... 52.08 g mol⁻¹
Total charge ... 0

Least stable of them? y.